The following is a quantum chemistry calculation of a molecular structure, C38H37FeN8O4P2Te, from the OMol25 dataset.

Values from the calculation:
**Net charge**: +1
**Frontier orbital gap (spin up / spin down)**: 6.2078 / 4.1892 eV
**Multiplicity**: 5
**HOMO (spin up / spin down)**: -9.16 / -9.09 eV
**Expectation value of S²**: 6.044
**LUMO energy (spin up / spin down)**: -2.96 / -4.90 eV
**Energy above the lowest of the compared OMol25 structures with the same formula, charge and spin**: 78.01 kcal/mol

Element x y z (Å)
1 N -2.231 2.034 -2.631
2 H 1.646 0.932 1.197
3 C 0.575 0.583 6.589
4 C -0.789 -0.232 0.899
5 H -1.715 1.397 -0.747
6 H 2.035 -1.470 -6.591
7 C -2.124 2.073 2.107
8 C 1.683 1.062 -3.687
9 H -4.741 1.231 -4.499
10 C 1.339 0.059 5.560
11 C -0.261 0.787 3.893
12 N 0.737 0.143 -3.971
13 C -3.015 4.235 2.859
14 P -0.595 1.082 2.093
15 H -3.658 0.953 1.021
16 C 3.763 0.363 1.008
17 H -0.923 -4.718 -3.457
18 C -0.492 -2.991 -2.313
19 O 4.212 4.983 -2.047
20 C -1.698 -3.173 5.510
21 H 0.305 -5.357 0.609
22 C 3.915 2.028 -4.038
23 C -0.544 -5.225 -1.353
24 H -0.769 -6.298 -1.312
25 H 4.025 1.183 1.610
26 H 2.450 -2.811 -0.720
27 H -2.042 -4.354 1.886
28 H -1.692 -5.963 3.826
29 H 0.031 -1.375 -5.098
30 C -0.538 1.318 6.229
31 Te -2.499 -1.316 1.588
32 C 4.721 4.068 -2.965
33 H 2.852 3.169 -2.598
34 O -2.674 -2.052 -4.514
35 C -3.357 1.909 1.473
36 H 2.285 -0.331 5.806
37 N -3.253 -1.031 -4.251
38 H 3.938 0.162 -6.030
39 C -4.360 2.879 1.513
40 H -1.627 -2.933 6.601
41 C -1.837 -2.200 4.553
42 H -5.367 2.591 1.169
43 C 2.388 0.201 0.729
44 N -1.765 -4.509 5.293
45 H -1.924 1.845 4.676
46 H -1.068 1.895 6.938
47 H -3.969 2.737 -4.379
48 H 1.453 1.772 -2.874
49 H -4.885 4.882 2.109
50 C 3.001 0.174 -5.487
51 N -2.453 -0.055 -3.550
52 P 0.089 -0.757 -0.574
53 H -0.683 -2.371 -3.177
54 H 0.993 0.546 7.596
55 C -0.981 1.359 4.925
56 C 2.013 -0.739 -5.744
57 H 1.624 -0.312 3.509
58 C 2.850 1.092 -4.391
59 H 4.957 4.537 -3.905
60 C 4.662 -0.521 0.519
61 C -1.906 -2.683 3.223
62 H 5.745 -0.361 0.591
63 C 0.982 0.185 4.250
64 O 5.050 1.985 -4.594
65 N -3.980 1.750 -4.106
66 C -0.673 -4.375 -2.447
67 C -1.726 -4.905 3.999
68 C -2.960 1.197 -3.396
69 H 5.654 3.545 -2.645
70 H -0.753 2.417 -1.423
71 C 4.165 -1.645 -0.147
72 N -1.303 1.615 -1.664
73 C 1.876 -0.898 0.056
74 H -1.989 -1.133 4.831
75 C 0.887 -0.748 -4.951
76 C 2.793 -1.912 -0.260
77 H -2.071 3.022 -2.931
78 C -1.901 -4.028 2.949
79 H -1.057 3.522 3.446
80 O -4.507 -0.878 -4.394
81 C -1.990 3.276 2.863
82 C -0.048 -4.704 -0.188
83 H 0.096 -2.870 1.037
84 H 4.834 5.333 -1.398
85 C -4.174 4.079 2.142
86 H 4.867 -2.408 -0.493
87 N 3.705 3.027 -3.100
88 Fe -0.569 0.047 -2.667
89 H -2.783 5.162 3.361
90 C -0.252 -2.463 -1.006
91 C -0.028 -3.320 0.066

Atomic partial charges in e from the Mulliken method, atoms 1 to 4: -0.3318 0.2189 -0.7130 -0.7427

The following is a quantum chemistry calculation of a molecular structure, C38H37GeN3PPdS3Se, from the OMol25 dataset.

Values from the calculation:
**Net charge**: 0
**Frontier orbital gap (spin up / spin down)**: 5.7564 / 5.4256 eV
**Multiplicity**: 2
**HOMO (spin up / spin down)**: -6.88 / -6.75 eV
**Expectation value of S²**: 0.915
**LUMO energy (spin up / spin down)**: -1.12 / -1.33 eV
**Energy above the lowest of the compared OMol25 structures with the same formula, charge and spin**: 85.04 kcal/mol

Element x y z (Å)
1 C 3.493 1.479 2.202
2 H -2.761 1.679 -6.324
3 C -0.471 1.999 3.824
4 C 2.135 5.752 -0.104
5 C -0.733 -7.065 -1.490
6 C 2.246 3.499 2.423
7 C -1.784 -6.682 -2.312
8 C -2.695 1.422 4.515
9 C -1.777 1.655 -5.868
10 H -6.694 -0.878 -0.769
11 H 5.608 3.640 -1.052
12 C 0.278 2.598 -5.756
13 H -0.389 -8.088 -1.497
14 N 3.604 3.175 -0.915
15 H 3.565 0.448 1.882
16 H 1.333 4.058 2.260
17 C -1.468 2.004 4.783
18 H 0.693 -6.442 -0.017
19 C -5.399 -3.520 0.902
20 C 4.564 2.061 2.855
21 S -1.285 -1.607 -0.157
22 H 0.227 -0.945 3.161
23 H -7.209 -2.405 1.102
24 C 4.707 4.053 -0.605
25 C -4.202 -3.654 0.223
26 H 3.843 2.216 -1.116
27 C -1.926 0.834 2.326
28 H 1.770 1.648 -4.527
29 H -2.260 -7.404 -2.958
30 H 4.538 5.036 -1.033
31 H 5.460 1.485 3.035
32 C 2.010 -3.334 1.577
33 N 1.663 4.548 -0.743
34 S -2.264 -2.148 -3.423
35 C 4.479 3.373 3.291
36 H 4.869 4.139 0.471
37 H 0.897 -3.295 3.409
38 H -1.283 2.455 5.747
39 C -2.921 0.824 3.286
40 C 0.749 1.637 -4.878
41 Se 0.424 -0.700 -3.222
42 C -0.144 0.660 -4.443
43 H 0.491 2.441 4.042
44 H -2.146 -0.082 -4.658
45 C -6.288 -2.517 0.550
46 C -4.799 -1.783 -1.178
47 C -0.120 -6.140 -0.661
48 H 3.044 -3.080 -0.286
49 H -3.870 0.351 3.076
50 H 5.314 3.831 3.801
51 C -5.995 -1.656 -0.497
52 H 3.244 5.115 3.414
53 C 0.865 -1.404 2.419
54 H -0.074 -4.090 -0.012
55 H 2.911 5.527 0.620
56 Ge 0.710 1.291 1.167
57 C 2.456 -2.603 0.488
58 H 2.569 -0.664 -0.441
59 C -1.435 0.669 -4.960
60 H 1.300 6.201 0.431
61 H -2.102 0.374 1.359
62 S 1.397 2.264 -1.925
63 C 3.316 4.092 3.071
64 C -3.908 -2.782 -0.816
65 H -4.533 -1.111 -1.985
66 C -2.223 -5.372 -2.301
67 C 2.315 2.183 1.983
68 H 2.270 -4.379 1.666
69 H -3.477 1.442 5.260
70 Pd 0.340 0.066 -0.884
71 C -1.611 -4.452 -1.459
72 P -2.232 -2.737 -1.522
73 H 0.918 3.403 -6.097
74 H 2.506 6.472 -0.840
75 N -0.947 2.611 -6.251
76 C 2.131 -1.257 0.382
77 H 0.699 4.563 -1.044
78 C 1.326 -0.640 1.353
79 C -0.689 1.410 2.588
80 C 1.232 -2.731 2.551
81 C 2.306 3.434 -1.105
82 H -3.029 -5.040 -2.943
83 H -5.629 -4.189 1.719
84 C -0.552 -4.825 -0.647
85 H -3.492 -4.418 0.507

Atomic partial charges in e from the Mulliken method, atoms 1 to 4: -0.1179 0.3656 -0.0445 -1.0883